18
Properties=species:S:1:pos:R:3:lowdin_charge:R:1 method="wB97M-V/def2-TZVPD" lumo_energy_ev=0.54 total_energy_ha=-381.0443 e_above_lowest_kj_mol=633.10 smiles="N[C@@H]1C=C[C@H](N)[C@H]1O" homo_ev=-8.693
C 0.72 0.84 0.51 -0.506
C -0.71 1.27 1.04 0.009
C -1.47 0.91 -0.03 -0.048
C -0.79 -0.32 -0.78 -0.357
C 0.54 -0.55 -0.33 -0.330
H 1.93 1.79 1.77 0.190
H 2.37 0.16 1.41 0.067
H 1.13 1.64 -0.12 0.138
H -0.99 1.79 2.13 0.168
H -2.44 0.96 0.04 0.028
H -0.79 -0.08 -1.92 0.160
H -1.69 -2.30 -1.35 0.123
H -2.69 -1.17 -1.04 0.056
H 0.39 -1.10 0.72 0.190
H 2.06 -1.78 -0.64 0.222
N 1.55 0.71 1.48 -0.015
N -1.82 -1.50 -0.53 -0.011
O 1.61 -0.92 -1.27 -0.083